Entry 1:
{"formula": "C29H44Br4GeN4O3STi", "method": "wB97M-V/def2-TZVPD", "symbols": ["Ti", "Br", "C", "C", "Br", "C", "Br", "C", "O", "C", "O", "C", "Br", "C", "C", "C", "C", "N", "C", "S", "N", "C", "C", "C", "C", "H", "H", "H", "H", "H", "H", "H", "H", "H", "H", "H", "H", "H", "H", "H", "H", "H", "H", "H", "H", "C", "C", "N", "C", "C", "C", "O", "C", "C", "C", "C", "N", "C", "H", "H", "H", "H", "H", "H", "H", "H", "H", "H", "H", "H", "H", "H", "C", "Ge", "C", "C", "C", "H", "H", "H", "H", "H", "H", "H", "H", "H", "H"], "coordinates": [[-1.8676, 0.2968, 0.5979], [3.9481, -2.7017, 3.3755], [1.5214, -1.9339, 3.4643], [0.5353, -2.8753, 3.5513], [0.9150, -4.5899, 4.3233], [-0.7491, -2.5955, 3.0708], [-2.1867, -3.8283, 3.1642], [-1.0287, -1.3627, 2.4846], [-2.2257, -0.9905, 2.0205], [0.0070, -0.4052, 2.3629], [-0.3332, 0.7333, 1.7507], [1.2525, -0.7172, 2.9059], [2.5944, 0.6828, 2.9970], [5.3904, 0.1842, -1.8498], [4.3069, 0.9921, -2.5556], [2.9918, 0.2360, -2.7192], [2.3483, -0.1863, -1.4026], [2.1525, 0.9232, -0.4854], [1.0948, 1.7499, -0.4861], [-0.2188, 1.5372, -1.5433], [1.1447, 2.7496, 0.4095], [-0.0008, 3.6030, 0.7118], [-0.1247, 4.8133, -0.2049], [0.8926, 5.9299, 0.0246], [2.3249, 5.5938, -0.3808], [6.3296, 0.7381, -1.7923], [5.5871, -0.7529, -2.3778], [5.1070, -0.0774, -0.8287], [4.6630, 1.2957, -3.5449], [4.1209, 1.9179, -2.0030], [3.1579, -0.6721, -3.3103], [2.2736, 0.8444, -3.2736], [2.9692, -0.9165, -0.8818], [1.3877, -0.6540, -1.6104], [2.7488, 0.9518, 0.3315], [1.7498, 2.5613, 1.1989], [0.1300, 3.9289, 1.7476], [-0.9181, 3.0117, 0.6816], [-1.1315, 5.2188, -0.0627], [-0.0843, 4.4700, -1.2423], [0.8708, 6.2273, 1.0797], [0.5700, 6.8118, -0.5395], [2.7381, 4.7800, 0.2136], [2.9792, 6.4619, -0.2672], [2.3664, 5.2744, -1.4253], [1.4646, -3.5626, 0.2477], [0.3136, -4.3351, -0.3727], [0.3508, -4.3436, -1.8378], [1.4586, -5.0609, -2.4534], [2.4437, -4.1248, -3.1409], [-0.6328, -3.9079, -2.6755], [-0.6185, -4.2088, -3.8691], [-1.7054, -3.0178, -2.1382], [-3.0497, -3.2380, -2.5349], [-3.9895, -2.2900, -2.0806], [-3.6092, -1.2280, -1.3144], [-2.2893, -0.9997, -0.9359], [-1.3788, -1.9349, -1.3802], [1.4338, -3.6086, 1.3342], [1.4271, -2.5115, -0.0412], [2.4331, -3.9630, -0.0600], [-0.6452, -3.9388, -0.0476], [0.3507, -5.3789, -0.0387], [1.0571, -5.7709, -3.1786], [1.9593, -5.6246, -1.6645], [1.9437, -3.5875, -3.9467], [3.2806, -4.6862, -3.5642], [2.8431, -3.3987, -2.4303], [-3.3089, -4.0605, -3.1836], [-5.0395, -2.3848, -2.3328], [-4.3251, -0.5016, -0.9567], [-0.3491, -1.7587, -1.0938], [-5.2696, 0.7436, 2.8968], [-4.0445, 2.1354, 2.2365], [-2.7678, 2.5165, 3.6833], [-5.1342, 3.7735, 2.0187], [-3.1594, 1.6375, 0.6151], [-5.7635, 1.0619, 3.8194], [-4.7025, -0.1685, 3.0896], [-6.0318, 0.5184, 2.1482], [-3.2446, 2.3959, 4.6591], [-2.4037, 3.5440, 3.6011], [-1.9061, 1.8502, 3.6284], [-5.5615, 4.0665, 2.9818], [-5.9517, 3.6074, 1.3141], [-4.5200, 4.5948, 1.6447], [-3.6586, 1.8900, -0.3263]], "charge": -2, "de_lowest_kj_mol": 144.4, "orbital_gap_ev": [4.4, 6.5], "spin_multiplicity": 3, "e_lumo_ev": [4.051, 4.020]}

Entry 2:
{"formula": "C32H37N5O3", "method": "wB97M-V/def2-TZVPD", "symbols": ["C", "N", "C", "O", "N", "C", "C", "O", "C", "C", "C", "C", "C", "C", "N", "C", "C", "C", "C", "C", "C", "C", "C", "C", "O", "H", "H", "H", "H", "H", "H", "H", "H", "H", "H", "H", "H", "H", "H", "H", "H", "H", "H", "H", "H", "H", "C", "C", "C", "N", "C", "N", "C", "C", "C", "C", "C", "C", "C", "C", "C", "H", "H", "H", "H", "H", "H", "H", "H", "H", "H", "H", "H", "H", "H", "H", "H"], "coordinates": [[-3.4266, -0.1749, -3.9443], [-3.4103, -0.0920, -2.5014], [-4.4831, 0.6118, -1.9405], [-5.3549, 1.1264, -2.6417], [-4.5128, 0.6822, -0.5475], [-5.6941, 1.2929, 0.0167], [-3.5201, 0.1661, 0.3061], [-3.6478, 0.2697, 1.5320], [-2.3390, -0.4505, -0.3207], [-1.2540, -0.7453, 0.4632], [-0.2213, -1.7220, 0.0655], [0.7825, -1.2763, -0.8027], [1.7183, -2.1299, -1.3757], [1.7870, -3.4812, -0.9342], [2.7932, -4.3013, -1.3602], [3.8873, -3.7865, -2.1565], [3.4170, -2.7211, -3.1380], [2.6431, -1.6151, -2.4198], [3.0240, -5.6003, -0.7619], [1.7310, -6.2822, -0.3251], [0.8261, -5.3579, 0.4758], [0.8074, -3.9440, -0.0074], [-0.1630, -3.0752, 0.4716], [-2.2762, -0.5145, -1.7967], [-1.2752, -0.8636, -2.4485], [-2.5856, -0.7827, -4.2715], [-4.3729, -0.6283, -4.2436], [-3.3633, 0.8194, -4.3989], [-5.6693, 1.1531, 1.0948], [-5.7370, 2.3617, -0.2178], [-6.5792, 0.8203, -0.4159], [-1.1646, -0.2820, 1.4508], [0.7559, -0.2052, -1.0305], [4.6526, -3.3409, -1.4988], [4.3633, -4.6195, -2.6917], [4.2750, -2.2954, -3.6710], [2.7647, -3.1828, -3.8880], [2.0698, -1.0301, -3.1518], [3.3546, -0.9087, -1.9666], [3.5654, -6.2256, -1.4886], [3.6902, -5.4905, 0.1121], [1.1992, -6.6289, -1.2152], [1.9715, -7.1661, 0.2708], [-0.2024, -5.7401, 0.4747], [1.1453, -5.3673, 1.5274], [-0.9391, -3.4593, 1.1486], [1.9789, 1.2378, 2.0178], [1.0682, 2.1832, 2.7276], [0.2518, 3.0671, 1.9918], [0.2913, 3.0453, 0.5589], [0.2260, 1.9273, -0.2871], [0.4434, 2.4391, -1.5329], [0.7005, 1.7345, -2.7712], [0.6106, 3.8226, -1.4851], [0.6004, 4.1859, -0.2005], [-0.3877, 4.1237, 2.6775], [-1.1260, 5.2159, 1.9873], [-0.2650, 4.2117, 4.0749], [0.4113, 3.2552, 4.8324], [0.3392, 3.2197, 6.3416], [1.1632, 2.3104, 4.1284], [2.2853, 0.4387, 2.7082], [1.5022, 0.7804, 1.1317], [2.8876, 1.7766, 1.6863], [0.4146, 0.6844, -2.6562], [0.1316, 2.1950, -3.5940], [1.7678, 1.8138, -3.0501], [0.7478, 4.4229, -2.3632], [0.7696, 5.1524, 0.2214], [-1.8417, 5.6668, 2.6806], [-0.4205, 6.0146, 1.7209], [-1.6779, 4.9115, 1.0955], [-0.6904, 5.0796, 4.5886], [1.0207, 2.4662, 6.7507], [0.5801, 4.1752, 6.8275], [-0.6724, 2.9507, 6.6806], [1.8572, 1.6754, 4.6726]], "charge": 0, "de_lowest_kj_mol": 156.7, "orbital_gap_ev": 6.8, "e_lumo_ev": -0.213}

Entry 3:
{"formula": "C18H20BrF5InN2O", "method": "wB97M-V/def2-TZVPD", "symbols": ["C", "C", "O", "C", "C", "N", "C", "C", "C", "C", "C", "Br", "C", "C", "C", "C", "C", "F", "F", "C", "F", "F", "F", "C", "C", "C", "N", "H", "H", "H", "H", "H", "H", "H", "H", "H", "H", "H", "H", "H", "H", "H", "H", "H", "H", "H", "H", "In"], "coordinates": [[3.7053, 3.4925, 1.9316], [3.0468, 4.8086, 1.5885], [1.5723, 4.7456, 1.5015], [1.0464, 3.6505, 1.0351], [0.2077, 2.8846, 1.9625], [-0.4211, 1.7802, 1.6395], [-0.2080, 1.4300, 0.3537], [-0.9419, 0.1901, -0.1959], [-1.8826, -0.5341, 0.7474], [-3.1868, 0.2488, 0.9237], [-4.1789, -0.6241, 1.7344], [-3.9691, 0.6695, -0.8013], [-0.8106, -0.2285, -1.5448], [-1.5358, -1.4039, -2.1510], [-0.8533, -2.8425, -2.0977], [0.6868, -2.9130, -1.9644], [1.2095, -3.3748, -0.6119], [2.4739, -2.9671, -0.4715], [0.4786, -2.7026, 0.4551], [1.1105, -4.8979, -0.3027], [1.5137, -5.6013, -1.3388], [1.9126, -5.1232, 0.7417], [-0.1398, -5.1846, 0.0465], [0.0206, 0.5684, -2.3479], [0.6720, 1.6691, -1.8760], [0.5949, 2.1385, -0.5638], [1.2343, 3.2777, -0.2171], [3.8089, 2.8336, 1.0712], [4.7209, 3.7286, 2.2329], [3.2449, 2.9923, 2.7829], [3.4726, 5.2463, 0.6946], [3.2604, 5.5086, 2.3839], [0.0821, 3.2737, 2.9645], [-1.4272, -0.5976, 1.7408], [-2.1044, -1.5431, 0.4180], [-3.0489, 1.1544, 1.4958], [-4.6078, -0.0723, 2.5608], [-4.9722, -1.0110, 1.1070], [-3.6625, -1.4928, 2.1358], [-1.8139, -1.1154, -3.1577], [-2.4688, -1.5003, -1.6097], [-1.3536, -3.4536, -1.3560], [-1.0980, -3.2939, -3.0506], [1.1942, -1.9936, -2.2768], [1.0483, -3.6896, -2.6357], [0.1506, 0.3194, -3.3882], [1.2619, 2.2368, -2.5796], [0.9544, -0.6873, 0.2899]], "charge": 3, "de_lowest_kj_mol": 51.2, "orbital_gap_ev": 3.7, "e_lumo_ev": -15.375}

Entry 4:
{"formula": "C35H35Br2F19NO14P", "method": "wB97M-V/def2-TZVPD", "symbols": ["C", "C", "Br", "C", "Br", "C", "C", "P", "N", "O", "O", "C", "C", "C", "F", "F", "C", "F", "F", "C", "C", "C", "O", "C", "C", "C", "O", "H", "H", "H", "H", "H", "H", "H", "H", "H", "H", "C", "C", "O", "C", "O", "C", "F", "F", "F", "H", "H", "H", "H", "H", "C", "C", "O", "C", "O", "C", "F", "F", "F", "H", "H", "H", "H", "H", "C", "C", "O", "C", "O", "C", "F", "F", "F", "H", "H", "H", "H", "H", "C", "C", "O", "C", "O", "C", "F", "F", "F", "H", "H", "H", "H", "H", "C", "C", "O", "C", "O", "C", "F", "F", "F", "H", "H", "H", "H", "H"], "coordinates": [[-3.1041, 1.2428, 2.8377], [-1.8611, 1.6040, 2.0771], [-0.7726, 2.9442, 2.8722], [-1.5307, 1.0608, 0.9141], [-2.6332, -0.2241, 0.0584], [-0.2662, 1.4081, 0.1916], [0.9319, 0.7440, 0.5387], [1.0558, -0.5677, 1.8056], [1.0981, -0.0833, 3.2652], [2.4218, -1.3602, 1.4922], [-0.1228, -1.6074, 1.5025], [2.1136, 1.1077, -0.1249], [2.1400, 2.0730, -1.1349], [3.4752, 2.4028, -1.7941], [3.6247, 1.5733, -2.8703], [3.5760, 3.6921, -2.1538], [4.6945, 2.1077, -0.8844], [4.5135, 2.7403, 0.3061], [5.7819, 2.6667, -1.4532], [0.9440, 2.7110, -1.5069], [-0.2536, 2.3940, -0.8280], [-1.5062, 3.1395, -1.2100], [-2.6122, 2.6825, -1.1202], [-1.2949, 4.5188, -1.7236], [-0.1685, 4.7958, -2.3822], [0.8391, 3.7320, -2.6074], [1.4661, 3.7092, -3.6281], [-3.1222, 1.7135, 3.8160], [-3.9562, 1.6452, 2.2830], [-3.2199, 0.1651, 2.9226], [1.0165, 0.9253, 3.3103], [2.3396, -1.9533, 0.7359], [-0.1380, -1.9001, 0.5798], [3.0052, 0.5810, 0.1805], [4.8437, 1.0407, -0.7239], [-2.0582, 5.2705, -1.5797], [-0.0088, 5.7834, -2.7940], [2.9516, 2.5194, -6.0623], [2.7519, 1.0207, -6.0845], [2.6705, 0.5335, -7.4489], [3.8263, 0.3207, -8.0560], [4.9158, 0.4818, -7.5913], [3.5826, -0.2356, -9.4742], [2.6272, 0.4424, -10.1194], [3.1897, -1.5268, -9.4272], [4.6853, -0.1764, -10.2110], [2.1649, 3.0132, -6.6349], [2.9291, 2.8901, -5.0454], [3.9056, 2.7983, -6.5119], [1.8045, 0.7611, -5.6176], [3.5337, 0.4946, -5.5407], [1.0319, -3.1633, 5.7158], [-0.2931, -2.7666, 5.1073], [-1.0198, -3.9319, 4.6501], [-1.6995, -4.5934, 5.5692], [-1.7762, -4.3318, 6.7347], [-2.4469, -5.7676, 4.9126], [-1.6643, -6.4329, 4.0543], [-3.5123, -5.3184, 4.2314], [-2.8789, -6.6321, 5.8272], [1.6128, -3.7605, 5.0110], [1.6041, -2.2765, 5.9832], [0.8864, -3.7661, 6.6075], [-0.1285, -2.1452, 4.2325], [-0.8974, -2.1902, 5.8069], [2.2036, -4.0455, -6.8212], [0.9120, -3.8189, -6.0709], [1.0271, -4.2364, -4.6911], [1.5955, -3.3736, -3.8703], [2.0263, -2.2933, -4.1423], [1.5939, -3.9444, -2.4457], [1.9639, -5.2231, -2.4150], [0.3569, -3.8614, -1.9026], [2.4225, -3.2620, -1.6551], [2.5211, -5.0854, -6.7394], [2.0727, -3.7970, -7.8735], [3.0062, -3.4279, -6.4180], [0.1138, -4.4226, -6.4969], [0.5966, -2.7776, -6.1230], [-6.6312, 3.9117, -3.6459], [-5.7775, 4.2226, -4.8554], [-5.5914, 5.6450, -5.0119], [-4.6437, 6.1901, -4.2680], [-3.9393, 5.6206, -3.4861], [-4.5326, 7.6927, -4.5798], [-5.7364, 8.2694, -4.6475], [-3.9194, 7.8757, -5.7568], [-3.8259, 8.3198, -3.6427], [-7.5807, 4.4450, -3.7026], [-6.8291, 2.8422, -3.5882], [-6.1355, 4.2214, -2.7263], [-6.2728, 3.8902, -5.7651], [-4.8119, 3.7213, -4.8048], [-1.8490, -4.0701, 11.8982], [-0.3998, -3.9363, 12.3121], [0.4327, -3.5979, 11.1862], [0.4665, -2.3163, 10.8515], [-0.1200, -1.4233, 11.3876], [1.4253, -2.1186, 9.6657], [1.2391, -3.0519, 8.7258], [2.7009, -2.1954, 10.0737], [1.2534, -0.9272, 9.0998], [-1.9481, -4.7878, 11.0836], [-2.4533, -4.4051, 12.7407], [-2.2449, -3.1184, 11.5450], [-0.0221, -4.8873, 12.6815], [-0.2739, -3.2019, 13.1067]], "smiles": "C/C(Br)=C(\\Br)c1c(P(=N)(O)O)cc(C(F)(F)C(F)F)c2c1C(=O)C=CC2=O.CCOC(=O)C(F)(F)F.CCOC(=O)C(F)(F)F.CCOC(=O)C(F)(F)F.CCOC(=O)C(F)(F)F.CCOC(=O)C(F)(F)F", "charge": 0, "orbital_gap_ev": 8.0, "e_lumo_ev": -1.541}